Entry 1:
C17H24FN3OS | wB97M-V/def2-TZVPD

## Properties
- SMILES: C[C@@H]1CC(C)(C)NC(=S)N1CCCC(=O)Nc1ccccc1F
- Frontier orbital gap: 8.63 eV

Geometry (Å):
C (-1.28, -2.20, -2.15)
C (-1.33, -1.88, -0.66)
C (-2.10, -0.57, -0.49)
C (-2.17, -0.11, 0.96)
C (-2.68, 1.33, 1.03)
C (-3.06, -1.01, 1.82)
N (-0.81, -0.13, 1.45)
C (0.16, -0.97, 1.05)
S (1.56, -0.99, 1.96)
N (0.00, -1.74, -0.05)
C (1.00, -2.76, -0.31)
C (2.32, -2.23, -0.89)
C (2.15, -1.27, -2.07)
C (1.49, 0.05, -1.69)
O (0.47, 0.45, -2.23)
N (2.17, 0.74, -0.75)
C (1.80, 1.91, -0.09)
C (0.63, 2.62, -0.34)
C (0.33, 3.75, 0.40)
C (1.18, 4.20, 1.39)
C (2.36, 3.52, 1.64)
C (2.65, 2.40, 0.91)
F (3.82, 1.75, 1.12)
H (-0.75, -1.41, -2.68)
H (-0.81, -3.15, -2.37)
H (-2.30, -2.24, -2.53)
H (-1.85, -2.70, -0.14)
H (-3.11, -0.70, -0.89)
H (-1.59, 0.19, -1.09)
H (-3.68, 1.40, 0.61)
H (-2.03, 1.99, 0.48)
H (-2.72, 1.67, 2.07)
H (-4.08, -1.03, 1.43)
H (-3.09, -0.65, 2.84)
H (-2.68, -2.03, 1.84)
H (-0.60, 0.38, 2.30)
H (1.24, -3.26, 0.64)
H (0.57, -3.50, -0.98)
H (2.88, -1.75, -0.09)
H (2.90, -3.10, -1.22)
H (3.14, -1.04, -2.47)
H (1.56, -1.73, -2.86)
H (3.00, 0.30, -0.36)
H (-0.03, 2.27, -1.12)
H (-0.59, 4.29, 0.19)
H (0.93, 5.08, 1.96)
H (3.05, 3.85, 2.40)

Mulliken population analysis, charges in e, atoms 1 to 8: -1.5078, 0.4227, -1.3207, 1.5161, -1.6676, -1.8137, 0.0368, -0.0401



Entry 2:
C17H24N2O2 | wB97M-V/def2-TZVPD

## Properties
- SMILES: CCc1cc(CCC2=N[C@H]3CCCC[C@H]3O2)c(=O)[nH]c1C
- Frontier orbital gap: 8.38 eV
- Relative energy (zero: lowest compared OMol25 entry of this formula, charge and spin): 76.4 kcal/mol

Geometry (Å):
C (4.65, 2.97, 2.09)
C (4.62, 2.28, 0.76)
C (3.85, 0.97, 0.70)
C (2.50, 1.15, 0.22)
C (1.63, 0.14, 0.43)
C (0.20, 0.34, 0.08)
C (-0.31, -0.31, -1.20)
C (-1.76, -0.35, -1.29)
N (-2.39, -1.27, -1.89)
C (-3.72, -0.75, -2.27)
C (-4.70, -1.92, -2.03)
C (-5.04, -2.21, -0.59)
C (-4.89, -1.04, 0.34)
C (-4.90, 0.35, -0.29)
C (-3.80, 0.52, -1.41)
O (-2.48, 0.73, -0.94)
C (2.14, -1.16, 0.79)
O (1.45, -2.15, 0.78)
N (3.48, -1.32, 1.12)
C (4.41, -0.27, 1.19)
C (5.72, -0.41, 1.69)
H (5.12, 2.21, 2.65)
H (5.33, 3.78, 1.98)
H (3.60, 3.25, 2.42)
H (4.15, 2.94, 0.02)
H (5.66, 2.22, 0.36)
H (2.18, 2.09, -0.25)
H (-0.32, -0.09, 0.91)
H (-0.03, 1.35, -0.04)
H (-0.05, 0.34, -2.06)
H (0.10, -1.30, -1.36)
H (-3.78, -0.54, -3.32)
H (-4.34, -2.74, -2.56)
H (-5.63, -1.68, -2.57)
H (-4.50, -2.99, -0.14)
H (-6.00, -2.62, -0.64)
H (-5.60, -1.17, 1.15)
H (-3.88, -0.99, 0.76)
H (-4.62, 1.19, 0.40)
H (-5.87, 0.52, -0.78)
H (-4.17, 1.38, -2.03)
H (3.75, -2.29, 1.24)
H (6.33, -0.15, 0.86)
H (5.90, 0.32, 2.55)
H (5.98, -1.34, 2.15)

Mulliken population analysis, charges in e, atoms 1 to 8: -0.7981, -1.3797, 0.6838, -0.4803, 0.4387, -0.9603, -0.3066, 0.3722



- Number 1 is which compound?
  C17H24FN3OS